(1)
40
Properties=species:S:1:pos:R:3:forces:R:3:nbo_charge:R:1 method="wB97M-V/def2-TZVPD" e_above_lowest_kcal_mol=229.8 smiles=c1cc[nH]c1.c1cc[nH]c1.c1cc[nH]c1.c1cc[nH]c1 homo_energy_ha=-0.2779 e_tot_ha=-840.354858
N 5.5280 6.1190 28.4310 9.183 2.812 2.888 -0.51
N 3.0790 4.7520 27.4430 0.029 -0.939 -1.149 -0.53
N 5.0410 8.5450 26.8470 1.611 0.073 -1.846 -0.54
N 5.0710 11.4010 30.5380 0.314 -0.835 0.736 -0.51
C 4.4200 12.6320 30.6830 3.129 0.836 -2.905 -0.10
C 3.9570 8.8870 24.8720 0.747 1.482 1.620 -0.31
C 6.2670 11.3500 29.8410 0.062 6.229 -0.237 -0.12
C 4.7110 9.9000 27.0010 -4.354 -0.196 -4.637 -0.07
C 6.7260 5.8810 27.7280 1.816 -0.236 2.193 -0.11
C 5.7320 6.9730 29.5250 2.732 -0.420 -0.277 -0.09
C 4.3130 3.0230 28.3550 -2.241 2.086 -0.294 -0.32
C 4.5960 3.1480 26.8740 -2.480 -0.048 1.193 -0.32
C 6.4720 12.8760 29.4830 -3.313 -3.593 1.591 -0.29
C 3.7640 10.1650 25.7310 2.688 -2.521 1.414 -0.34
C 5.2340 13.6070 29.8770 0.670 -4.312 1.887 -0.30
C 3.3260 4.1760 28.6430 2.126 -3.668 0.398 -0.11
C 4.8300 8.0050 25.5350 -2.503 3.190 1.067 -0.12
C 3.6390 4.1650 26.3030 3.100 -1.868 2.047 -0.12
C 7.8670 6.4420 28.4220 -15.234 2.878 4.264 -0.21
C 7.2280 7.2650 29.6110 -3.218 -2.196 -2.042 -0.34
H 5.2460 7.0950 25.1170 0.024 0.033 0.787 0.22
H 4.8570 10.6350 27.8520 0.000 -1.687 -1.014 0.25
H 4.8670 10.5790 31.1180 -0.418 0.731 -0.495 0.41
H 4.7460 7.1630 30.1360 2.586 0.100 -1.074 0.23
H 3.5050 12.7080 31.2760 0.464 0.005 -0.520 0.22
H 4.5600 2.1310 29.1420 -0.268 2.730 -2.298 0.25
H 2.3110 5.3580 27.3870 -0.939 1.145 -0.388 0.41
H 6.8580 5.0360 27.0260 -0.691 0.944 0.232 0.23
H 8.7430 6.3260 28.2150 9.917 -1.135 -2.331 0.17
H 5.7150 7.9750 27.3500 0.024 1.041 0.548 0.43
H 3.0970 11.0870 25.4630 1.704 -1.964 0.741 0.24
H 5.2720 2.3680 26.3610 -1.372 1.738 0.568 0.24
H 4.9730 14.6420 29.6740 0.228 -0.311 0.238 0.23
H 4.6740 5.9800 28.1960 -6.453 -1.761 -2.526 0.40
H 6.9500 10.4660 29.7210 -1.166 1.116 0.320 0.24
H 7.6440 7.9320 30.4080 -0.154 -0.970 -1.077 0.23
H 2.7680 4.5540 29.6000 1.340 -0.988 -2.126 0.24
H 3.6180 8.6110 23.8450 0.030 0.853 1.050 0.22
H 3.4870 4.5330 25.2340 0.217 -0.459 2.043 0.25
H 7.3890 13.2920 29.1240 0.065 0.089 -0.588 0.22

---

(2)
35
Properties=species:S:1:pos:R:3:forces:R:3:mulliken_spin:R:1 method="wB97M-V/def2-TZVPD" multiplicity=6 s_squared=9.367 homo_energy_ha="-0.0975 / -0.1063" total_charge=-1 e_tot_ha=-2160.308651
Dy 0.6913 -1.3000 -0.7830 4.020 2.468 -0.094 5.01
S -1.0603 0.2534 1.7802 1.575 1.090 -3.522 0.00
O -0.0008 0.1173 2.7398 -0.671 0.416 0.550 0.00
O -2.0701 -0.7642 1.7206 -0.757 0.105 0.722 0.00
O -0.1203 1.6697 -1.6033 -1.196 0.579 0.876 0.01
N -0.3782 0.3573 0.2485 -1.930 0.908 1.325 0.00
N 2.2502 0.1417 -0.7254 -1.388 -2.022 -0.738 -0.11
C 1.6798 -0.6332 -3.0446 0.572 1.146 -0.665 0.01
C 0.2973 -3.6585 0.0676 0.244 -0.046 0.473 0.01
C 2.5333 -3.0305 0.1298 -0.540 -0.502 0.258 -0.02
C -1.3810 2.4457 0.3483 -0.282 1.290 -0.322 0.00
C -2.9214 4.0024 2.0459 0.238 -0.405 -0.114 0.00
C -0.5718 1.5221 -0.4634 1.009 -2.231 0.025 0.02
C 1.5632 -3.8075 -0.5838 -0.021 0.173 0.404 0.02
C -2.5690 4.5011 0.7802 0.005 -0.270 0.253 0.00
C -2.5003 2.7127 2.4542 -0.044 0.405 -0.166 0.00
C -1.7214 1.9372 1.5926 -0.799 0.726 0.860 0.00
C -1.7950 3.7163 -0.0776 -0.059 -0.183 0.395 0.00
C 1.8779 -2.3992 1.2269 -0.351 -0.717 0.036 -0.02
C 0.4936 -2.7794 1.1929 0.263 -0.799 0.144 0.00
C 1.1470 -1.8878 -3.1538 -0.410 -0.591 -0.577 0.04
H 1.0471 0.2682 -3.1105 0.418 -0.547 0.097 0.00
H -1.5092 4.0782 -1.0667 -0.007 -0.239 0.285 0.00
H -3.5296 4.6282 2.7112 0.280 -0.401 -0.212 0.00
H -2.8994 5.5008 0.4672 0.144 -0.492 0.184 0.00
H -0.6758 -4.0368 -0.2912 0.681 0.081 0.331 0.00
H 1.7527 -4.3887 -1.4960 -0.114 0.301 0.552 0.00
H 2.3413 -1.7390 1.9713 -0.332 -0.310 -0.569 0.00
H 3.6031 -2.9605 -0.1073 -0.721 0.127 0.040 0.00
H 1.7793 -2.7799 -3.2356 -0.388 0.427 0.055 0.00
H 2.9191 0.9101 -0.6849 -0.060 -0.212 -0.143 0.01
H -0.2940 -2.4319 1.8715 0.496 -0.297 -0.300 0.01
H -2.7793 2.3329 3.4345 0.027 0.086 -0.155 0.00
H 2.7509 -0.4495 -3.1594 -0.512 -0.153 0.034 0.00
H 0.0501 -2.0487 -3.1967 0.608 0.089 -0.322 0.01

---

(3)
39
Properties=species:S:1:pos:R:3:forces:R:3:nbo_charge:R:1 method="wB97M-V/def2-TZVPD" e_above_lowest_kcal_mol=0.0 homo_energy_ha=-0.2606 e_tot_ha=-1167.200758
Y 0.1994 0.6564 -0.0208 -0.136 1.128 -0.132 2.12
O -2.1481 0.0217 -0.9335 0.037 0.561 0.452 -0.63
O -1.2638 1.7462 1.2769 -0.145 -0.881 -0.039 -1.25
O -0.1343 1.7472 -2.1957 0.251 -0.032 0.096 -0.69
O -0.7785 -1.1251 1.2498 0.047 -1.057 0.447 -0.68
O 1.5634 2.3946 0.2117 -0.379 -0.837 -0.826 -1.24
O 1.0462 -0.8828 -1.4019 -0.009 0.438 0.557 -1.25
O 1.8516 -0.1989 1.4910 0.390 -0.485 0.844 -0.69
N 2.4586 -1.6759 3.1174 0.120 0.556 -0.327 -0.84
N -0.5992 -2.5766 2.9816 0.271 0.394 -0.358 -0.87
N 4.0348 -0.6241 1.7787 -0.406 0.459 -0.387 -0.83
N 1.8023 1.4434 -3.3833 -0.798 -0.076 0.329 -0.84
N -1.6707 -0.5274 3.2316 0.148 -0.797 0.597 -0.82
N -4.3347 -0.0387 -1.5818 -0.115 0.473 0.409 -0.85
N -2.7881 -1.5317 -2.4061 -0.494 -0.284 -0.037 -0.84
N 0.4855 3.3060 -3.7009 0.749 -0.515 -0.405 -0.83
C 0.6843 2.1332 -3.0298 -0.393 0.444 0.065 0.82
C 2.7303 -0.8119 2.1033 -0.270 0.452 -0.699 0.81
C -3.0406 -0.4883 -1.5737 0.490 -0.095 -0.669 0.80
C -1.0134 -1.3913 2.4280 -0.434 1.477 -0.804 0.80
H -0.2675 3.9260 -3.4900 -0.153 -0.059 0.235 0.41
H -4.4975 0.9045 -1.2766 0.152 -0.070 0.239 0.41
H 4.8163 -1.0888 2.1893 0.086 -0.056 0.137 0.39
H 4.1547 0.0747 1.0618 0.275 -0.136 0.024 0.43
H 2.4606 1.7965 -4.0433 0.215 0.016 -0.027 0.39
H 3.2058 -2.2944 3.3707 -0.342 -0.362 0.288 0.38
H 1.4790 -1.9173 3.1671 0.157 -0.471 0.234 0.42
H -3.5360 -1.9051 -2.9548 0.162 -0.289 -0.195 0.38
H -1.9594 0.3827 2.8990 0.310 0.088 -0.617 0.46
H -0.4012 -3.2673 2.2749 0.013 -0.274 0.408 0.42
H -1.2520 2.2013 2.1108 0.294 0.577 0.121 0.44
H -5.0907 -0.4827 -2.0608 0.104 -0.212 -0.235 0.38
H 1.9905 2.6428 1.0236 0.128 0.105 0.342 0.45
H 1.2697 -1.1075 -2.2945 -0.060 -0.396 -0.387 0.44
H -1.8719 -1.9424 -2.4059 0.049 0.043 0.068 0.42
H -0.8316 -2.7909 3.9316 -0.164 -0.474 -0.053 0.39
H -1.8270 -0.8027 4.1818 -0.183 0.241 0.142 0.37
H 1.9306 0.5669 -2.9029 0.207 0.003 0.214 0.43
H 1.1425 3.5283 -4.4243 -0.177 0.403 -0.051 0.38

---

(4)
17
Properties=species:S:1:pos:R:3:forces:R:3:nbo_charge:R:1 method="wB97M-V/def2-TZVPD" e_above_lowest_kcal_mol=36.9 smiles="C=CC=C.CC=O" homo_energy_ha=-0.3366 e_tot_ha=-309.783587
O 2.2463 -0.0445 0.3398 -0.758 0.612 -0.167 -0.54
C -1.3469 -1.7478 1.6493 -0.324 -0.367 -0.647 -0.37
C -0.4889 -1.6102 0.6405 0.244 -0.393 1.322 -0.24
C 1.5985 2.0460 -0.6581 -0.282 -0.158 -0.149 -0.72
C -0.7222 -1.0363 -0.6708 0.243 0.369 -0.824 -0.22
C -1.5172 -0.0271 -1.0394 -0.201 -0.763 -0.085 -0.40
C 1.4825 0.8994 0.3021 1.078 -0.036 0.524 0.45
H 1.7855 2.9625 -0.0853 0.053 -0.139 -0.095 0.23
H 0.5132 -1.9712 0.8760 0.008 0.210 -0.537 0.22
H -2.2812 0.3916 -0.3914 0.320 0.262 0.075 0.20
H -0.0855 -1.4480 -1.4537 0.069 0.103 0.121 0.21
H 0.7166 1.0480 1.0932 -0.057 -0.306 -0.186 0.11
H -2.3967 -1.5283 1.4741 0.016 0.096 0.428 0.19
H 0.6323 2.1779 -1.1561 0.092 0.038 -0.004 0.23
H -1.4952 0.2702 -2.0862 -0.203 0.075 0.248 0.20
H 2.3813 1.8672 -1.3945 -0.019 0.065 0.092 0.23
H -1.0222 -2.2494 2.5604 -0.278 0.333 -0.115 0.21

---

(5)
9
Properties=species:S:1:pos:R:3:forces:R:3:nbo_charge:R:1 method="wB97M-V/def2-TZVPD" e_above_lowest_kcal_mol=185.1 homo_energy_ha="-0.3287 / -0.3287" e_tot_ha=-308.187997
F -2.2172 0.7372 0.3615 0.413 -0.060 0.139 -0.34
O -1.6097 -0.7183 0.1047 -3.728 0.008 1.337 0.03
N -0.5139 -0.7238 -0.3895 4.458 -0.528 -0.115 0.05
C 0.9555 -0.2600 0.6497 -3.127 0.819 -0.789 -0.37
C 0.3818 0.3450 -0.6046 -0.758 1.061 1.513 -0.29
H -0.0488 1.3146 -0.7972 -0.689 0.557 1.515 0.25
H 0.8262 0.2896 -1.5131 2.349 -1.318 -2.472 0.22
H 1.7219 -0.9869 0.5518 0.422 -0.430 0.018 0.21
H 0.5042 0.0026 1.6367 0.660 -0.110 -1.147 0.23

---

(6)
95
Properties=species:S:1:pos:R:3:forces:R:3:lowdin_charge:R:1 method="wB97M-V/def2-TZVPD" e_above_lowest_kcal_mol=2.3 homo_energy_ha=-0.0841 total_charge=-2 e_tot_ha=-9969.875300
Bi 0.6418 -0.0045 -0.8909 -0.036 0.073 0.175 1.42
Te 3.5519 3.1587 -1.3324 -0.064 -0.036 0.016 0.20
Te -2.2503 3.4258 2.1735 0.006 0.136 -0.090 1.46
Se 4.4909 1.0983 -0.2552 -0.017 0.011 -0.040 -0.20
Se 1.1606 2.7326 -0.6762 0.088 0.043 -0.033 -0.15
Se 3.3143 -0.4415 -1.5626 0.044 -0.026 -0.056 -0.05
O -3.1696 2.8412 -0.7254 -0.052 0.034 -0.002 -0.07
O 0.4244 -1.1774 -5.1837 -0.002 0.011 -0.054 0.03
O -1.4533 1.5317 -0.1366 0.107 -0.276 0.084 -0.31
O 0.7722 -1.0998 -2.9690 -0.010 0.020 -0.116 -0.32
N -0.8370 -2.1917 0.4582 -0.039 -0.012 -0.054 0.07
N 1.5127 -0.8316 1.6621 0.021 0.076 -0.040 0.00
N -1.0205 0.8261 -2.6756 0.047 -0.030 -0.023 0.04
C -0.2550 -2.4925 1.6627 0.019 0.067 0.016 -0.36
C 1.8010 3.1760 3.0839 -0.028 -0.032 0.007 -0.09
C 3.8435 -2.5999 1.5753 0.002 -0.004 -0.010 -0.38
C 1.5008 1.6822 3.0141 -0.020 -0.020 0.035 -0.38
C -2.0508 3.9817 4.2097 -0.042 -0.014 0.095 -0.55
C 0.8657 -1.8049 2.2021 -0.047 -0.082 0.013 -0.13
C -1.6078 4.8276 6.8522 0.002 0.030 -0.025 -0.12
C -1.2818 5.6553 5.7849 0.013 0.021 0.058 -0.12
C 5.1197 -2.8299 0.7623 -0.019 0.004 0.012 -0.09
C 3.6625 -3.7587 2.5618 -0.005 0.001 -0.006 -0.06
C 5.0004 -0.8118 2.9118 0.017 0.027 0.034 -0.07
C -4.1921 -3.1738 -0.4633 0.009 0.000 -0.002 -0.06
C -1.5301 0.8682 -4.9897 -0.022 0.026 0.020 0.00
C -1.9877 1.7016 -2.4279 -0.041 0.000 0.039 -0.19
C -4.5906 -0.7512 3.1149 -0.013 -0.036 -0.009 -0.10
C -2.3729 3.1578 5.2877 -0.002 0.085 -0.028 -0.14
C -2.7296 -3.0961 -0.9171 0.008 0.010 -0.011 -0.55
C -1.8213 -3.0846 0.2942 -0.034 0.024 0.010 -0.31
C -0.8797 -3.5992 2.2592 -0.004 -0.027 0.014 -0.09
C 2.7435 0.8207 2.9529 0.004 0.064 0.014 -0.16
C -1.5045 5.2378 4.4830 -0.013 -0.024 -0.040 -0.18
C 0.2322 -0.7183 -4.0655 -0.002 -0.037 0.130 -0.62
C -0.8039 0.3917 -3.9094 0.018 -0.023 -0.096 -0.19
C -2.5202 1.8092 -4.7500 0.028 -0.021 0.017 -0.05
C -4.5991 1.6474 2.9623 0.048 -0.002 0.006 -0.15
C -2.2351 2.0654 -0.9640 0.022 0.117 -0.059 -0.70
C -3.2617 1.6281 2.5768 -0.020 0.017 0.006 -0.52
C 3.9259 1.2261 3.5573 -0.018 -0.013 0.001 -0.05
C -2.4039 -4.3191 -1.7853 -0.003 0.000 0.016 -0.05
C 3.8398 -1.2560 2.2851 -0.017 -0.017 0.012 -0.17
C 5.0509 0.4176 3.5443 -0.004 -0.019 -0.014 -0.10
C -5.2613 0.4589 3.2362 -0.023 0.003 0.006 -0.11
C -1.8865 -3.9861 1.3803 0.011 0.024 0.028 -0.08
C -2.7666 2.2218 -3.4496 -0.009 0.001 -0.008 0.00
C 0.6329 1.2505 4.2006 0.024 0.003 -0.012 -0.04
C 2.7028 -0.4298 2.3210 0.028 -0.021 -0.055 -0.22
C -2.1556 3.5802 6.5926 -0.019 -0.052 0.038 -0.11
C -2.5965 0.4146 2.4519 0.059 -0.041 0.020 -0.12
C -3.2602 -0.7756 2.7214 -0.031 -0.016 -0.009 -0.06
C -2.5302 -1.8307 -1.7420 0.009 -0.018 -0.007 -0.06
H 2.2390 3.4579 4.0459 0.010 0.000 0.014 0.07
H 5.8881 -1.4326 2.8872 0.006 -0.008 -0.003 0.10
H 0.3393 0.2025 4.1166 -0.011 -0.016 0.001 0.07
H 5.9687 0.7527 4.0130 0.011 0.002 0.003 0.09
H -0.2724 1.8568 4.2566 0.004 -0.009 -0.017 0.04
H -4.4479 -2.3060 0.1473 -0.009 0.013 0.020 0.08
H 0.8697 3.7325 2.9720 -0.016 0.017 -0.016 0.04
H -2.5803 -4.8053 1.5020 -0.014 -0.007 0.000 0.08
H -0.6178 -4.0431 3.2094 0.010 -0.011 0.018 0.09
H -2.4089 2.9190 7.4139 0.001 0.000 -0.005 0.09
H 5.0012 -3.7177 0.1372 0.002 -0.004 -0.003 0.08
H 3.9719 2.1948 4.0372 0.000 0.013 0.008 0.10
H 5.3268 -1.9853 0.1072 0.003 0.012 -0.014 0.03
H -3.5432 2.9259 -3.1875 -0.003 0.006 -0.005 0.11
H 2.4765 3.4763 2.2816 0.007 0.015 -0.019 0.07
H -2.5293 -5.2425 -1.2150 -0.002 -0.010 -0.004 0.07
H 4.4673 -3.7518 3.3028 0.007 -0.002 0.008 0.08
H 3.0076 -2.6030 0.8743 0.010 -0.001 -0.002 0.11
H 3.6933 -4.7149 2.0334 0.000 -0.011 0.000 0.07
H 0.9290 1.5108 2.0976 0.010 0.004 0.020 0.08
H -1.3082 0.4815 -5.9738 0.006 -0.011 0.004 0.11
H -1.4316 5.1507 7.8709 0.001 -0.003 0.005 0.09
H -3.2406 -1.7988 -2.5745 -0.004 -0.003 0.005 0.09
H -3.1085 2.2047 -5.5698 -0.003 0.003 -0.007 0.10
H 5.9850 -2.9954 1.4102 0.005 0.000 0.002 0.06
H -1.2441 5.8998 3.6634 0.016 -0.001 -0.009 0.09
H -1.3708 -4.2709 -2.1339 0.004 -0.002 -0.001 0.09
H -5.1169 2.5947 3.0432 -0.026 0.010 -0.006 0.09
H 1.2060 -2.1843 3.1729 -0.018 0.003 -0.007 0.13
H 1.1872 1.3744 5.1362 -0.005 0.006 0.015 0.08
H -1.5665 0.3901 2.1218 -0.003 0.007 -0.007 0.08
H 2.7140 -3.7012 3.0946 0.003 -0.001 0.003 0.06
H -2.7889 2.1757 5.1046 -0.015 -0.047 0.015 0.09
H -2.7380 -1.7174 2.6096 0.045 -0.036 -0.032 0.08
H -5.1091 -1.6826 3.3121 -0.002 0.001 0.008 0.09
H -2.6663 -0.9398 -1.1268 -0.013 0.017 0.009 0.08
H -6.3045 0.4783 3.5309 0.001 0.002 0.003 0.09
H -4.8555 -3.1935 -1.3334 -0.011 0.003 -0.005 0.08
H -4.3779 -4.0733 0.1276 -0.001 0.002 0.007 0.07
H -1.5237 -1.8084 -2.1573 0.021 0.014 -0.009 0.05
H -0.8472 6.6313 5.9683 -0.001 0.006 -0.005 0.09
H -3.0617 -4.3572 -2.6593 -0.003 0.002 -0.013 0.08